Entry 1:
Formula: C4H6Cl3FNO5Pd
Source: the OMol25 dataset
Level of theory: ωB97M-V/def2-TZVPD

```
21
Properties=species:S:1:pos:R:3:forces:R:3
Pd -1.0547 -0.7826 -0.7183 0.191 -0.740 -1.643
Cl 1.1007 -1.5553 0.2406 -0.097 0.539 0.422
Cl -2.9441 -2.3700 -1.3851 0.061 0.517 0.489
Cl -1.0790 1.4868 -1.7259 0.019 -0.287 0.617
C 1.8671 -1.4360 -4.1673 -2.381 0.321 0.661
N 0.4271 -1.7402 -3.9941 5.439 0.299 0.028
O -0.0164 -1.6926 -2.8695 -1.885 0.320 6.215
O -0.2585 -1.8914 -4.9579 -3.772 -0.803 -6.172
H 2.3507 -2.1280 -3.4778 0.793 -0.111 -0.539
H 1.9072 -0.4376 -3.7318 0.759 0.447 -0.065
H 1.9804 -1.4290 -5.2513 0.838 -0.319 0.295
C 0.1240 2.1262 2.8968 -0.180 -0.367 1.545
C -0.2486 1.4070 4.1643 1.039 -0.851 -1.500
O -0.8114 0.2065 3.5712 -0.711 0.900 2.051
C -1.3497 0.5487 2.3399 -0.257 -5.022 -1.252
O -1.8828 -0.3059 1.6103 1.190 3.309 2.468
O -0.9952 1.7560 2.1075 0.184 3.082 -2.479
F -1.0603 2.2363 4.9253 -0.188 -1.221 -0.096
H 1.0572 1.6741 2.5612 -0.124 0.203 -0.675
H 0.2233 3.1795 3.1593 -0.355 0.090 -0.949
H 0.6629 1.1474 4.7027 -0.563 -0.306 0.580
```
Forces are in eV/Å.

As for the spin multiplicity: 4. The charge is -2. The HOMO energy (spin up / spin down) is 2.751 / -1.455 eV. The value obtained for the gap between HOMO and LUMO (spin up / spin down) is 1.54 / 5.63 eV.

=====

Entry 2:
Formula: C4H6Cl3N3
Source: the OMol25 dataset
Level of theory: ωB97M-V/def2-TZVPD

```
16
Properties=species:S:1:pos:R:3:forces:R:3
C -0.8595 -1.0993 -1.1058 2.425 -0.286 0.465
C -1.6340 0.0355 0.7881 -0.471 0.671 0.682
C 0.7116 0.0889 0.3055 3.283 -3.652 0.295
C 1.8324 1.0931 0.0421 2.062 0.955 -0.145
N -0.4214 0.5856 0.8839 -3.643 2.283 2.231
N 0.3779 -0.7534 -0.9040 1.141 0.370 -0.351
N -1.8229 -0.8835 -0.2038 -0.994 0.737 -0.063
Cl -2.9890 0.4127 1.7806 1.818 -0.188 -1.057
Cl 1.2812 -1.2164 1.6126 -0.078 1.128 -1.230
Cl 1.5551 1.5912 -1.6810 0.395 0.592 0.751
H -1.1369 -1.6643 -1.9423 -0.162 -0.789 -1.320
H 2.8949 0.6681 0.1146 -1.778 -0.049 -0.276
H 1.9695 2.0073 0.7537 -1.140 -1.534 -1.164
H -0.2339 1.3250 1.6398 -0.665 -1.300 -1.254
H 1.2455 -1.0175 -1.5670 -2.718 0.778 1.594
H -2.7704 -1.1732 -0.5170 0.524 0.284 0.842
```
Forces are in eV/Å.

As for the spin multiplicity: 1. The charge is +2. The HOMO energy is -18.818 eV. The value obtained for the gap between HOMO and LUMO is 8.45 eV.

=====

Entry 3:
Formula: C4H6Cl3P
Source: the OMol25 dataset
Level of theory: ωB97M-V/def2-TZVPD

```
14
Properties=species:S:1:pos:R:3:forces:R:3
C -1.2054 0.4520 -0.0978 -3.515 -0.298 2.758
C -0.2158 0.7446 0.9505 4.199 -1.303 0.705
C -0.8472 -0.7991 -0.7268 1.103 -4.308 -3.077
C 1.3912 0.4739 0.2030 -3.952 1.293 -1.551
P 1.0533 -0.7932 -1.1999 -1.004 -0.093 1.025
Cl 1.8067 1.9708 -0.8286 -0.423 -0.429 0.520
Cl 2.6583 0.1379 1.2235 1.234 -0.343 1.534
Cl 1.6393 -2.6082 -0.3251 -0.193 0.420 -0.081
H -2.3490 0.3445 0.3143 2.717 0.451 -0.629
H -1.2245 1.2703 -0.7359 -0.160 1.354 -1.648
H -0.2046 1.6789 1.4856 -0.104 0.564 -0.296
H -0.1124 -0.0348 1.7149 -0.473 -0.051 -0.091
H -1.0520 -1.8411 -0.2619 0.392 2.085 0.213
H -1.3379 -0.9963 -1.7158 0.181 0.658 0.619
```
Forces are in eV/Å.

As for the spin multiplicity: 1. The charge is 0. The HOMO energy is -9.457 eV. The value obtained for the gap between HOMO and LUMO is 10.04 eV.

=====

Entry 4:
Formula: C4H6Cl4
Source: the OMol25 dataset
Level of theory: ωB97M-V/def2-TZVPD

```
14
Properties=species:S:1:pos:R:3:forces:R:3
C 2.0650 -0.0574 0.1258 0.276 2.379 -1.039
C 0.6484 -0.4334 -0.2539 -0.197 2.318 0.884
C -0.2500 0.6415 0.2765 -4.519 0.013 0.521
C -2.1623 -0.2451 -0.0910 3.255 1.998 0.017
Cl 0.4965 -0.6540 -1.9938 0.040 -0.109 -0.382
Cl -0.3198 2.3350 -0.4638 0.463 -2.099 0.951
Cl -2.2546 -1.4014 1.1726 -0.134 -0.766 0.352
Cl -3.3116 1.0123 0.0419 -0.612 0.478 0.003
H 2.4123 0.9382 -0.4424 -0.865 -2.313 1.348
H 2.6613 -0.8461 -0.1366 1.908 -1.864 -1.425
H 2.3250 -0.0176 1.1718 -0.785 0.636 0.652
H 0.1526 -1.2521 0.2404 0.774 -1.000 0.163
H -0.3001 0.6365 1.4593 0.206 0.375 -2.600
H -2.1627 -0.6564 -1.1068 0.192 -0.044 0.556
```
Forces are in eV/Å.

As for the spin multiplicity: 1. The charge is 0. The HOMO energy is -9.279 eV. The value obtained for the gap between HOMO and LUMO is 9.96 eV.

=====

Taking the records one at a time from the top gives relative energy (zero: lowest compared OMol25 entry of this formula, charge and spin) values of 69.5; 0.0; 27.1; 52.6 kJ/mol.
Taking the records one at a time from the top gives E_tot values of -59733.920; -46263.566; -51100.824; -54332.797 eV.